(1)
Here is a 7-piece molecular cluster, C30H63BCl2N9O7 overall in a non-equilibrium geometry from the Open Molecules 2025 dataset. Energies are from ωB97M-V/def2-TZVPD.

- E (eV) = -85593.744
- total charge = +1
- LUMO level (eV) = -2.24
- highest occupied orbital energy (eV) = -10.99
- multiplicity = 1

Each line ends with the Löwdin charge.
Cartesian coordinates (Å):
C (-2.6125, 2.8795, 3.0629)  -0.097
C (-1.1936, 2.7070, 2.5079)  -0.248
C (-1.1649, 2.7139, 0.9417)  -0.143
C (-1.4706, 1.3096, 0.3762)  -0.260
C (-2.3328, 1.3816, -0.9239)  -0.065
C (-0.2412, 0.4471, 0.1218)  -0.059
C (0.9208, 0.6864, -0.5234)  -0.240
C (1.2478, 1.9766, -1.1935)  -0.600
Cl (2.2245, 3.1655, -0.3703)  0.783
C (0.7865, 2.2036, -2.4270)  -0.654
C (0.9754, 3.4689, -3.2159)  -0.105
Cl (-0.1180, 0.9525, -3.2604)  0.790
N (1.7415, -0.4310, -0.4965)  0.239
C (1.0749, -1.3645, 0.1679)  -0.305
N (1.7342, -2.5994, 0.2750)  0.166
N (-0.1093, -0.9142, 0.5563)  0.220
B (-1.1689, -1.6860, 1.2896)  -0.477
C (-0.8928, -2.6748, 2.4806)  0.038
O (-2.4590, -1.4690, 0.8805)  0.140
H (-2.6183, 2.5389, 4.1077)  0.077
H (-3.3548, 2.2598, 2.5432)  0.058
H (-2.9471, 3.9229, 3.0901)  0.078
H (-0.5626, 3.5317, 2.8491)  0.103
H (-0.8100, 1.7275, 2.8228)  0.091
H (-2.0173, 3.3415, 0.6472)  0.123
H (-0.2119, 3.1303, 0.6161)  0.064
H (-2.1222, 0.8297, 1.1109)  0.110
H (-2.2099, 0.4700, -1.5122)  0.042
H (-3.3886, 1.3959, -0.5958)  0.071
H (-2.1447, 2.2856, -1.5083)  0.080
H (-0.0277, 3.8065, -3.5174)  0.092
H (1.4243, 4.2699, -2.6294)  0.064
H (1.5073, 3.2441, -4.1459)  0.082
H (2.6583, -0.5438, -0.9002)  0.191
H (1.1458, -3.3902, 0.0444)  0.104
H (2.2432, -2.7324, 1.1598)  0.069
H (-1.8549, -3.0774, 2.8068)  0.070
H (-0.3697, -2.1269, 3.2730)  0.088
H (-0.3062, -3.5116, 2.0879)  0.047
H (-2.9202, -0.9757, 1.5961)  0.085
C (2.0734, -1.4305, -7.7514)  -0.354
O (1.1474, -0.8121, -8.2327)  0.022
N (2.2356, -1.6689, -6.4308)  -0.204
C (3.3643, -2.4148, -5.9116)  -0.060
C (1.2385, -1.1552, -5.5091)  -0.084
H (2.8787, -1.8585, -8.3720)  0.134
H (3.0061, -3.2993, -5.3800)  0.088
H (3.9324, -1.7869, -5.2207)  0.085
H (4.0184, -2.7302, -6.7217)  0.085
H (0.2624, -1.5742, -5.7612)  0.096
H (1.1834, -0.0709, -5.6033)  0.061
H (1.4972, -1.4206, -4.4860)  0.066
C (-5.2971, -0.3982, 3.5391)  -0.306
O (-4.1745, -0.1313, 3.1195)  -0.008
N (-5.9868, -1.4914, 3.1871)  -0.188
C (-7.3148, -1.7947, 3.6887)  -0.038
C (-5.3336, -2.3820, 2.2585)  -0.034
H (-5.8284, 0.2541, 4.2471)  0.145
H (-7.2959, -2.7504, 4.2149)  0.093
H (-8.0139, -1.8582, 2.8533)  0.094
H (-7.6503, -1.0191, 4.3737)  0.089
H (-4.3941, -2.7171, 2.7015)  0.086
H (-5.1117, -1.8226, 1.3484)  0.085
H (-5.9550, -3.2419, 2.0220)  0.097
C (-5.7757, 1.5214, -2.6951)  -0.335
O (-5.2436, 1.8721, -1.6570)  -0.001
N (-5.8224, 0.2555, -3.1518)  -0.194
C (-6.4757, -0.0906, -4.4009)  -0.052
C (-5.1992, -0.7958, -2.3670)  -0.033
H (-6.2785, 2.2399, -3.3627)  0.136
H (-7.2806, -0.8022, -4.2074)  0.091
H (-5.7507, -0.5449, -5.0790)  0.091
H (-6.8932, 0.7968, -4.8718)  0.085
H (-5.6588, -0.8353, -1.3777)  0.090
H (-4.1374, -0.5810, -2.2440)  0.074
H (-5.3217, -1.7549, -2.8646)  0.089
C (1.6409, 1.9777, 5.5030)  -0.346
O (0.4616, 1.7110, 5.3679)  0.011
N (2.5315, 2.0518, 4.4938)  -0.191
C (3.9306, 2.3711, 4.7123)  -0.049
C (2.0638, 1.8007, 3.1442)  -0.053
H (2.0854, 2.1832, 6.4908)  0.135
H (4.1891, 3.2780, 4.1626)  0.093
H (4.5536, 1.5475, 4.3577)  0.090
H (4.1242, 2.5314, 5.7708)  0.085
H (1.2845, 2.5155, 2.8930)  0.059
H (1.6417, 0.7930, 3.0892)  0.089
H (2.8844, 1.8914, 2.4355)  0.073
C (3.9504, -4.4702, 3.0297)  -0.322
O (3.6624, -3.5209, 2.3064)  -0.019
N (3.1077, -5.1640, 3.8030)  -0.190
C (3.5581, -6.2730, 4.6284)  -0.039
C (1.7077, -4.8032, 3.8205)  -0.041
H (4.9853, -4.8360, 3.0980)  0.140
H (3.0344, -7.1830, 4.3321)  0.095
H (3.3412, -6.0580, 5.6756)  0.096
H (4.6286, -6.4258, 4.5120)  0.088
H (1.3024, -4.8923, 2.8139)  0.076
H (1.5997, -3.7689, 4.1485)  0.093
H (1.1591, -5.4576, 4.4929)  0.096
C (5.4275, 3.7516, -1.6574)  -0.371
O (6.1968, 4.0421, -0.7627)  0.017
N (5.7675, 3.6224, -2.9569)  -0.198
C (4.7991, 3.2715, -3.9741)  -0.053
C (7.1521, 3.8439, -3.3437)  -0.036
H (4.3557, 3.5652, -1.4623)  0.048
H (5.0987, 2.3399, -4.4604)  0.091
H (4.7483, 4.0650, -4.7228)  0.096
H (3.8139, 3.1392, -3.5303)  0.056
H (7.7966, 3.1432, -2.8119)  0.094
H (7.4492, 4.8574, -3.0731)  0.096
H (7.2672, 3.7040, -4.4159)  0.087

Forces on the atoms, in the same order (eV/Å):
0.0969 -0.2636 0.6431
-0.4594 -0.0800 -1.0945
-0.6198 -0.2189 1.1039
0.1318 0.1338 -0.8481
-0.5770 -0.3282 1.0630
0.0272 -0.9157 0.6102
0.3363 2.3464 -0.1642
-0.1445 -0.9575 -0.4268
-0.3605 -0.4384 0.1329
0.3094 0.4863 -0.1072
-0.9373 -0.3406 -0.1600
0.4412 0.4762 0.1500
-1.4387 0.9682 0.4589
2.1777 -1.5248 -0.3988
-0.8750 0.2942 0.4467
-0.6048 0.3271 -0.0710
-1.0890 -0.3854 0.3746
0.0526 0.4362 -0.8496
0.8129 0.9223 0.2810
-0.0540 0.0728 -0.2048
0.1859 0.1932 -0.0145
0.1111 -0.1542 -0.3314
0.0419 -0.3443 0.2950
0.2218 0.4270 0.3331
0.4982 0.1446 -0.3092
-0.2652 -0.0024 -0.3291
0.4540 -0.0427 -0.0209
0.0135 0.2482 -0.1111
0.5410 0.2251 -0.3710
0.1110 -0.2487 -0.0265
0.2441 -0.0110 0.0065
0.1938 -0.2418 -0.1518
0.1015 0.1965 0.2086
-0.0508 -0.1111 0.0048
0.0675 -0.0112 0.2237
0.0331 -0.2010 -0.2492
0.2287 0.1527 0.1990
0.0544 -0.4567 0.0547
0.2134 0.0705 0.4110
-0.7094 -0.5515 -0.0480
0.0486 -0.0176 -0.1601
-0.0554 0.0298 0.1457
0.1734 -0.1245 0.0214
-0.2868 0.1472 0.1184
0.0285 -0.0007 -0.3727
0.0231 -0.0196 0.0476
0.1482 -0.0434 0.0179
0.1065 -0.1113 0.0096
-0.0397 0.0284 -0.0273
-0.0562 0.0980 0.1040
-0.0998 -0.0119 0.0652
0.0828 -0.0378 -0.0449
-0.0641 0.0341 0.0216
0.1098 -0.1639 -0.1909
-0.0506 0.2677 0.2487
0.1534 -0.1251 -0.1577
0.1472 0.0144 -0.1395
0.0648 0.0190 -0.0146
-0.1127 0.0261 0.0243
-0.0798 -0.0114 0.0845
0.0676 0.0295 -0.0183
0.0223 -0.1279 -0.1813
0.0821 -0.2356 -0.1069
-0.1021 0.0718 0.0970
-0.0755 0.1528 -0.0278
-0.1454 -0.1518 -0.0709
-0.0608 0.0514 -0.1160
0.1410 -0.1624 0.2047
-0.0050 0.2404 0.0847
-0.0017 -0.0260 -0.0225
-0.0316 0.0089 -0.1347
-0.1009 -0.0028 -0.0948
0.0255 0.0232 0.0526
0.0791 -0.0757 0.0256
-0.0001 -0.1032 0.0716
-0.0426 0.0467 -0.0464
-0.0169 0.0122 0.1301
0.0131 -0.0674 -0.1498
0.1562 0.0113 0.1301
-0.1609 -0.0523 -0.2541
-0.0179 -0.0351 0.1671
0.0332 0.0134 -0.0241
0.1312 -0.0140 0.0558
0.1105 0.0722 0.0456
-0.0672 -0.0114 0.0016
0.0230 -0.0615 -0.1401
-0.0553 0.0157 -0.1158
0.0681 0.0167 0.0959
0.3554 0.0476 -0.0601
-0.4005 -0.1600 0.1467
0.2100 -0.0149 -0.0374
-0.2113 0.0729 -0.0142
0.0397 0.1908 -0.0727
0.0115 0.0374 -0.0205
0.0668 -0.0505 0.0765
0.0535 -0.0949 0.0194
-0.0137 0.0518 -0.0389
-0.1475 -0.0129 -0.0143
-0.1219 -0.0013 -0.0016
0.0535 -0.0127 -0.0106
-0.1003 0.0127 0.0468
0.0543 -0.0277 -0.0296
-0.1218 -0.0498 0.0005
0.3274 0.0608 0.0011
-0.0411 0.0355 0.2395
0.2694 0.0270 -0.2358
-0.1220 0.0146 -0.0959
-0.1170 -0.0865 -0.0743
0.0319 0.0183 0.0726
0.0794 0.0592 -0.0454
0.0974 -0.0350 -0.0342
-0.0786 -0.0108 0.0093

***

(2)
Here is C16H40O8Sr as an isolated structure in a non-equilibrium geometry from the Open Molecules 2025 dataset. Energies are from ωB97M-V/def2-TZVPD.

- E (eV) = -34457.491
- LUMO level (eV) = -0.26
- highest occupied orbital energy (eV) = -5.24
- ΔE to the lowest compared entry with this formula, charge and spin (kcal per mole) = 10.9
- multiplicity = 1

Each line ends with the Löwdin charge.
Cartesian coordinates (Å):
Sr (0.5026, 0.7300, -0.4885)  1.554
C (2.2780, 3.0087, -1.4786)  -1.177
O (3.0349, 3.8334, -1.9568)  -0.038
O (2.5309, 2.2614, -0.4840)  -0.252
O (1.1710, 2.8237, -1.8988)  -0.173
C (-4.0009, 2.3609, 0.6907)  -0.030
C (-3.0844, 1.5232, -0.1227)  -0.540
C (-3.5283, 1.4996, -1.5960)  -0.031
O (-1.7662, 1.9336, -0.0663)  -0.143
H (-5.0164, 2.1952, 0.3308)  0.089
H (-3.7664, 3.4136, 0.5331)  0.100
H (-3.8636, 1.9716, 1.6995)  0.086
H (-3.0852, 0.4882, 0.2192)  0.124
H (-2.8216, 0.9928, -2.2530)  0.067
H (-3.4553, 2.5059, -2.0086)  0.094
H (-4.5082, 1.0460, -1.7452)  0.088
H (-1.7625, 2.7819, -0.5158)  0.109
C (0.3570, -1.9540, 2.5685)  -0.038
C (-0.9670, -1.7532, 1.9016)  -0.421
C (-1.9671, -0.9500, 2.7650)  -0.035
O (-0.9365, -1.2011, 0.5456)  -0.149
H (0.1974, -2.2974, 3.5907)  0.092
H (0.9654, -1.0497, 2.5788)  0.074
H (0.9967, -2.6816, 2.0690)  0.066
H (-1.4685, -2.7167, 1.8114)  0.135
H (-2.0005, 0.1094, 2.5106)  0.064
H (-1.7305, -1.1269, 3.8142)  0.082
H (-2.9690, -1.3723, 2.6867)  0.079
H (-1.4834, -1.8239, 0.0613)  0.069
C (1.4696, 2.1583, 4.1815)  -0.029
C (0.4324, 2.0307, 3.0604)  -0.496
C (-0.0693, 3.3378, 2.4924)  -0.031
O (1.1442, 1.4694, 2.0220)  -0.164
H (1.0660, 2.4461, 5.1523)  0.079
H (2.2047, 2.9138, 3.9040)  0.091
H (1.9009, 1.1586, 4.2335)  0.079
H (-0.3780, 1.3456, 3.3094)  0.123
H (-0.6009, 3.1991, 1.5510)  0.064
H (0.7059, 4.0947, 2.3734)  0.098
H (-0.6566, 3.7755, 3.2997)  0.085
H (1.8918, 1.9698, 1.6870)  0.077
C (0.4559, -1.9196, -4.5284)  -0.027
C (-0.6652, -1.3283, -3.6296)  -0.479
C (-1.3083, -2.3318, -2.6475)  -0.020
O (0.0037, -0.3461, -2.9111)  -0.134
H (0.0606, -2.7684, -5.0864)  0.081
H (1.1961, -2.3030, -3.8262)  0.064
H (0.8674, -1.1461, -5.1768)  0.091
H (-1.3814, -0.8330, -4.2852)  0.141
H (-1.8860, -3.0555, -3.2225)  0.088
H (-1.9573, -1.7312, -2.0102)  0.067
H (-0.5516, -2.9067, -2.1136)  0.079
H (0.0691, 0.3887, -3.5254)  0.110
C (3.5731, -1.5720, -1.9043)  -0.035
C (2.6430, -2.2040, -0.9371)  -0.497
C (3.2980, -3.2419, -0.0204)  -0.030
O (2.1425, -1.1937, -0.1231)  -0.164
H (4.3774, -2.1439, -2.3671)  0.092
H (4.0391, -0.6735, -1.4997)  0.102
H (3.0165, -1.1780, -2.7546)  0.075
H (1.7956, -2.6197, -1.4822)  0.125
H (3.6628, -4.0767, -0.6188)  0.085
H (2.5950, -3.6366, 0.7132)  0.064
H (4.1103, -2.8227, 0.5734)  0.092
H (2.8801, -0.8075, 0.3547)  0.108

Forces on the atoms, in the same order (eV/Å):
1.3121 1.8131 -0.6126
3.6724 1.3938 0.9228
2.1724 1.5204 -0.5584
1.8771 -3.2294 4.5018
-9.2847 -1.7762 -3.8256
-0.1991 -0.3606 0.2248
-1.2275 -1.6445 -2.1391
0.5832 0.0542 -0.2715
1.2397 0.4332 0.2503
-0.1071 -0.0055 0.3629
0.0174 0.0632 0.4473
-0.4026 0.8965 0.3734
-0.0489 -0.0528 0.2636
0.1797 -0.5672 0.2813
-0.6371 0.3498 0.1163
-0.0513 0.2944 0.0415
0.6603 0.5104 -0.1413
0.9974 0.1864 -0.3260
-1.6564 0.0465 0.3098
0.1492 -0.4635 0.0815
0.1461 -0.5509 0.7674
-0.0249 0.0686 -0.0311
-0.2000 0.2880 0.1970
-0.2681 -0.1678 -0.1444
0.3416 -0.3504 -0.1390
0.1523 -0.0278 0.1586
0.1934 0.4686 0.0808
-0.1327 0.1839 -0.4341
0.0982 0.2267 -0.4461
-0.9285 -0.0048 0.2952
1.1423 1.6791 0.0269
-0.5898 0.7723 1.6023
0.2287 -3.1414 -2.1659
-0.1174 -0.0708 0.0330
0.1569 -0.1927 -0.0937
0.3551 0.2016 0.3489
0.0163 0.0413 0.0828
-0.1219 0.0960 0.3818
0.4481 -0.4081 -0.3392
-0.8278 0.2759 -0.3280
0.4107 0.8572 -0.2957
-1.2845 -0.7461 0.7443
0.9054 -1.5876 -1.1091
0.2534 0.6417 -1.3567
-0.0621 1.5366 1.4368
0.1744 0.0636 -0.3651
0.3119 0.0765 -0.2537
0.0382 -0.1915 0.0102
-0.5799 -0.2681 0.1631
-0.2233 0.0772 0.1223
-0.1058 -0.3480 0.2547
0.0589 0.2842 0.2553
0.5479 0.6813 0.2680
0.8688 1.0259 -1.7448
0.9465 -1.2583 0.5138
-0.3355 -0.4261 -0.3803
-1.3680 1.0133 0.9009
-0.1269 -0.5475 0.3780
0.1196 -0.0457 0.3519
-0.1915 0.0828 -0.0562
-0.1334 -0.2211 0.2305
0.1975 -0.0336 0.1195
-0.2269 -0.0171 -0.1468
0.2239 0.1914 -0.2906
0.2667 0.3095 0.0935

***

Number 1: Kohn-Sham gap 0.321 hartree. Number 2: Kohn-Sham gap 0.183 hartree.